Below is a 2-piece molecular cluster, C4H5NO2S overall, with properties calculated with ωB97M-V with the def2-TZVPD basis set.

Element x y z (Å)
1 C 1.1409 2.1145 -1.1528
2 C 0.9214 1.0812 -0.3887
3 C -1.1073 -0.0926 -0.0253
4 C -0.8474 -1.2466 -0.8328
5 N 1.4912 0.2270 0.4120
6 O 1.5585 0.4533 1.6627
7 O 1.8882 -0.8556 -0.1059
8 S -2.0385 0.4554 1.0795
9 H 2.1810 2.6100 -1.2785
10 H 0.4299 2.5903 -1.8511
11 H -1.6022 -2.0996 -0.6994
12 H -0.6800 -1.1084 -1.9428
13 H 0.2008 -1.7766 -0.7275

Forces on atoms 1 to 2 (eV/Å):
1.8236 1.2588 -0.9776
-3.8443 1.2582 -1.8252

## Properties
Multiplicity: 1
ΔE to the lowest compared entry with this formula, charge and spin in kcal per mole: 202.7
Maximum force in Eh/bohr: 0.0990
LUMO energy (spin up / spin down) in Eh: -0.0522 / -0.0523
Kohn-Sham gap (spin up / spin down) in eV: 7.4 / 7.4
Energy in eV: -20641.3887

***

Below is one molecule with the formula C4H5NO2S, with properties calculated with ωB97M-V with the def2-TZVPD basis set.

Element x y z (Å)
1 C -2.8348 0.2239 0.3395
2 C -1.4273 -0.0263 0.5396
3 N -0.7302 0.9632 0.8999
4 O 0.7216 0.9305 0.9397
5 C 1.5880 0.2328 0.0022
6 O 2.7513 0.2392 0.0133
7 S 0.5431 -0.5147 -1.2289
8 C -0.7091 -1.2402 -0.0729
9 H -2.8065 0.2641 -0.8089
10 H -3.2049 1.1454 0.9237
11 H -3.4693 -0.7129 0.5944
12 H -1.4962 -1.9404 -0.5120
13 H -0.0856 -1.7620 0.6918

Forces on atoms 1 to 2 (eV/Å):
-2.3494 -0.8679 -0.3721
3.2873 -1.0164 -0.4210

## Properties
Multiplicity: 1
SMILES: CC1=NOC(=O)SC1
ΔE to the lowest compared entry with this formula, charge and spin in kcal per mole: 81.7
Maximum force in Eh/bohr: 0.0867
LUMO energy in Eh: 0.0098
Kohn-Sham gap in eV: 10.1
Energy in eV: -20646.6347

***

Below is one molecule with the formula C4H5NO3, with properties calculated with ωB97M-V with the def2-TZVPD basis set.

Element x y z (Å)
1 O -2.6492 0.0799 0.1082
2 C -1.3089 -0.0074 -0.0302
3 C -0.5217 -1.1768 -0.0652
4 C 0.8058 -0.7904 -0.1837
5 O 1.9170 -1.3407 0.0258
6 N 0.7634 0.6242 -0.3094
7 O 1.8510 1.3449 0.0675
8 C -0.5107 1.1316 -0.1877
9 H -3.0191 -0.6706 -0.2948
10 H -0.9654 -2.0575 0.2238
11 H 2.7853 -0.8032 -0.1171
12 H 1.5606 1.4915 1.0555
13 H -0.7083 2.1745 -0.2926

Forces on atoms 1 to 2 (eV/Å):
0.2178 1.0404 0.6199
1.3136 2.7156 -0.3496

## Properties
Multiplicity: 1
SMILES: Oc1cc(O)n(O)c1
ΔE to the lowest compared entry with this formula, charge and spin in kcal per mole: 89.3
Maximum force in Eh/bohr: 0.1214
LUMO energy in Eh: 0.0167
Kohn-Sham gap in eV: 7.9
Energy in eV: -11858.1301

***

Below is C4H5NO3 as an isolated structure, with properties calculated with ωB97M-V with the def2-TZVPD basis set.

Element x y z (Å)
1 C -0.2837 -0.1833 1.1389
2 C -0.0791 1.1925 1.2629
3 C 0.1475 0.6277 -0.8612
4 C -0.1197 -0.5704 -0.1693
5 H 0.4307 -1.6468 2.7398
6 H -0.8992 -2.1543 1.0525
7 H 0.0532 2.0534 1.9805
8 H -0.1287 1.2048 -2.7685
9 H 0.3187 -1.8077 -1.5987
10 N -0.4791 -1.2910 1.9600
11 O 0.3164 1.6310 -0.0417
12 O 0.6157 0.8237 -2.1874
13 O -0.2335 -1.8310 -0.6901

Forces on atoms 1 to 2 (eV/Å):
1.0608 0.1534 2.0468
1.0162 0.4140 -0.8901

## Properties
Multiplicity: 1
ΔE to the lowest compared entry with this formula, charge and spin in kcal per mole: 116.2
Maximum force in Eh/bohr: 0.1112
LUMO energy in Eh: 0.0123
Kohn-Sham gap in eV: 8.3
Energy in eV: -11856.9613

***

Below is a 2-piece molecular cluster, C4H5NO4 overall, with properties calculated with ωB97M-V with the def2-TZVPD basis set.

Element x y z (Å)
1 C -0.5847 -0.1640 0.1466
2 C 0.1541 0.9352 0.0265
3 C -2.1001 -0.1460 0.1248
4 C 1.6427 0.8532 -0.2235
5 N 0.6124 -2.3490 -0.2801
6 O -2.6629 -1.1104 -0.4048
7 O 1.5568 -2.5685 0.6255
8 O -2.6011 0.9691 0.4851
9 O -0.4683 2.2204 -0.0039
10 H 1.8454 -0.1765 -0.1302
11 H 2.2776 1.4803 0.5615
12 H 2.0258 1.2573 -1.1781
13 H -0.2453 -3.0087 0.0477
14 H -1.4523 1.8076 0.2030

Forces on atoms 1 to 2 (eV/Å):
-0.0573 -0.8679 0.2520
-0.1428 1.0019 -0.7080

## Properties
Multiplicity: 1
ΔE to the lowest compared entry with this formula, charge and spin in kcal per mole: 56.5
Maximum force in Eh/bohr: 0.0587
LUMO energy (spin up / spin down) in Eh: 0.2536 / 0.2543
Kohn-Sham gap (spin up / spin down) in eV: 5.5 / 6.0
Energy in eV: -13903.0625
Total charge: -2

***

Below is an isolated ion of composition C4H5NO4S and charge -2, with properties calculated with ωB97M-V with the def2-TZVPD basis set.

Element x y z (Å)
1 O 1.3311 -2.4395 -2.4038
2 N 0.6765 -2.7662 -1.3735
3 S -0.1493 -1.6380 -0.4283
4 C 0.3504 -0.2174 -1.3924
5 O 1.2455 0.5889 -0.6760
6 C 0.6601 1.1751 0.5386
7 C -0.2631 0.1338 1.2905
8 C -1.6933 0.6398 1.5526
9 O -2.3682 0.0908 2.4231
10 O -2.0186 1.5423 0.7467
11 H -0.5940 0.2108 -1.4600
12 H 0.8990 -0.6644 -2.2331
13 H 0.0089 2.0515 0.2452
14 H 1.6076 1.5759 1.0348
15 H 0.3075 -0.2834 2.1356

Forces on atoms 1 to 2 (eV/Å):
0.0827 -0.4558 0.7935
0.0102 -0.9576 -1.1347

## Properties
Multiplicity: 1
SMILES: O=NSCOCC=C([O-])[O-]
ΔE to the lowest compared entry with this formula, charge and spin in kcal per mole: 22.3
Maximum force in Eh/bohr: 0.0604
LUMO energy (spin up / spin down) in Eh: 0.2322 / 0.2322
Kohn-Sham gap (spin up / spin down) in eV: 4.9 / 4.9
Energy in eV: -24738.9070
Total charge: -2

***

Below is C4H5NO7S2 as an isolated structure, with properties calculated with ωB97M-V with the def2-TZVPD basis set.

Element x y z (Å)
1 C 1.0248 -0.4495 -1.7588
2 C -0.7709 1.4161 1.2280
3 C -0.1118 0.2424 -0.8377
4 C 1.5858 1.6784 0.2420
5 N 0.1952 1.1014 0.1226
6 O 1.6372 0.2491 -2.4954
7 O -1.4675 -2.7518 -0.8372
8 O -3.0616 -1.5038 0.9648
9 O 0.9333 -1.7018 -1.6022
10 O -1.6264 0.2900 1.4338
11 O 0.4225 -2.8229 0.5975
12 O -1.2207 -0.3435 -0.9124
13 S 0.0208 -3.1092 -0.7104
14 S -1.7240 -1.1786 0.6248
15 H -0.1908 1.4070 2.0863
16 H -1.4087 2.2770 1.1019
17 H 1.6266 2.5966 0.6744
18 H 2.1106 0.9956 0.8905
19 H 2.0255 1.6076 -0.8127

Forces on atoms 1 to 2 (eV/Å):
-2.9244 1.0363 1.1911
-0.5951 -2.9256 -1.9528

## Properties
Multiplicity: 1
ΔE to the lowest compared entry with this formula, charge and spin in kcal per mole: 34.6
Maximum force in Eh/bohr: 0.0954
LUMO energy in Eh: -0.0257
Kohn-Sham gap in eV: 9.0
Energy in eV: -41717.6668

***

Below is one molecule with the formula C4H5NOS, with properties calculated with ωB97M-V with the def2-TZVPD basis set.

Element x y z (Å)
1 O 0.6097 2.1111 -0.0984
2 C -0.0032 0.8687 -0.0697
3 C -1.3542 0.6133 -0.0495
4 N -1.4518 -0.7524 -0.1349
5 C -0.2589 -1.3517 -0.1459
6 C 0.6959 -0.3505 -0.1188
7 S 2.4571 -0.3683 -0.1526
8 H 1.5060 1.9311 -0.4601
9 H -2.1926 1.3448 0.0404
10 H -2.3384 -1.2411 0.0469
11 H -0.3027 -2.4220 -0.0724
12 H 2.6330 -0.3829 1.2150

Forces on atoms 1 to 2 (eV/Å):
-0.0007 -1.0108 -0.2696
-0.0845 1.3597 -0.2069

## Properties
Multiplicity: 1
SMILES: Oc1c[nH]cc1S
ΔE to the lowest compared entry with this formula, charge and spin in kcal per mole: 16.3
Maximum force in Eh/bohr: 0.0516
LUMO energy in Eh: 0.0294
Kohn-Sham gap in eV: 9.1
Energy in eV: -18601.2138

***

Question: Which of these has the lowest energy?
Answer: C4H5NO7S2

***

Question: The highest ΔE to the lowest compared entry with this formula, charge and spin belongs to which entry?
Answer: number 1

***

Question: energy of number 6 (C4H5NO4S)?
Answer: -24738.9070 eV